Record 1
Entry from the Open Molecules 2025 dataset: one molecule with the formula C7H8S in a non-equilibrium geometry (the ωB97M-V functional and the def2-TZVPD basis).

Results
Highest occupied orbital energy   -8.41 eV
Energy   -18221.052 eV
Orbital gap   0.316 Eh
E_LUMO   0.200 eV

Structure (XYZ):
```
16
Properties=species:S:1:pos:R:3:forces:R:3:mulliken_charge:R:1
H -1.70152 1.25232 -1.02706 -0.046 0.483 0.280 0.247
H 1.79546 0.77406 -1.16955 -0.388 -0.479 0.286 0.430
S 0.48908 2.80439 0.94476 -0.269 -1.045 -0.565 -0.276
C -1.50798 0.20097 -1.00877 -0.994 -0.177 0.229 -0.738
H -0.04639 -1.20588 -1.77006 0.405 0.297 0.101 0.368
H 1.38175 -1.65078 0.59510 -0.118 -0.370 -0.311 0.332
C 0.34980 1.24556 0.49342 1.394 0.738 1.284 -0.255
H -2.25123 -0.41768 -1.49950 -0.036 0.392 -0.350 0.276
C -0.98538 -0.60245 0.15433 -0.514 -0.678 0.539 -0.308
C 1.35366 -0.58485 0.74720 -0.317 1.387 0.333 -0.587
H -1.49380 -1.54644 0.36785 0.344 0.269 -0.127 0.380
H 2.23722 -0.26705 1.33649 -0.684 0.067 -0.257 0.298
H -0.41383 0.04379 2.21315 -0.191 -0.052 0.895 0.545
C -0.16330 -0.36945 -1.07991 0.235 -2.034 -1.430 -0.273
C -0.07246 -0.00813 1.21060 0.293 0.294 -0.587 -0.292
C 1.02892 0.33163 -0.50804 0.888 0.910 -0.320 -0.147
```
Positions in Å, forces in eV/Å.

Record 2
Entry from the Open Molecules 2025 dataset: one molecule with the formula C7H8S in a non-equilibrium geometry (the ωB97M-V functional and the def2-TZVPD basis).

Results
Highest occupied orbital energy   -8.56 eV
Energy   -18222.265 eV
Orbital gap   0.292 Eh
E_LUMO   -0.611 eV

Structure (XYZ):
```
16
Properties=species:S:1:pos:R:3:forces:R:3:mulliken_charge:R:1
C -0.36203 -0.42930 1.41125 0.173 0.732 0.776 -0.690
C -2.05680 -0.21513 -0.40031 -0.854 -0.873 1.088 -1.152
H -2.31222 -0.01540 -1.39435 -0.621 0.320 -1.036 0.310
H 1.64122 -1.39906 1.48943 0.091 -0.228 -0.147 0.297
H -2.74997 -0.65690 0.31248 -0.328 0.188 -0.359 0.282
C 0.41601 0.88568 -2.10784 0.139 -0.201 -0.609 -0.486
C 1.19646 -0.42131 1.33595 -0.693 0.973 1.202 -0.546
C 0.34921 0.36060 -0.74492 0.297 0.117 -0.203 0.516
H 1.57301 0.22715 2.18699 -0.015 -0.628 -1.116 0.254
H 2.51611 0.37785 -0.30344 -1.050 -0.128 -0.150 0.332
H -0.78600 -1.36263 1.80393 0.090 0.317 -0.127 0.381
H 1.44348 1.13739 -2.46139 -0.693 -0.101 0.454 0.246
C 1.46223 0.15132 -0.02201 1.296 0.264 0.389 -0.493
H -0.69864 0.42881 2.05326 0.309 -0.911 -0.217 0.231
C -0.83239 -0.08800 0.02962 1.297 0.047 -0.340 0.807
S -0.79970 1.01894 -3.18864 0.563 0.112 0.394 -0.288
```
Positions in Å, forces in eV/Å.